Here is C3H7NO in the gas phase from the OMol25 dataset. Energies are from the ωB97M-V functional and the def2-TZVPD basis.

Structure (XYZ):
```
12
Properties=species:S:1:pos:R:3:forces:R:3:lowdin_charge:R:1
O 1.8085 0.5160 -1.2539 -0.189 1.453 -0.327 0.025
N 0.0178 0.9923 0.0684 1.446 1.541 -1.841 -0.056
C -1.1300 0.7721 0.8347 -2.463 -2.997 2.466 -0.167
C 0.6361 -1.3158 -0.5973 -0.860 -1.947 1.060 -0.050
C 0.7995 0.1607 -0.6735 1.192 -1.054 0.612 -0.610
H 1.1600 -1.6698 0.4651 -1.362 0.692 -2.941 0.146
H -1.0826 1.6073 1.6268 -0.892 -1.501 -1.106 0.091
H 1.1801 -1.7164 -1.5448 -1.052 0.356 2.076 0.110
H -0.4933 -1.5938 -0.5728 2.014 0.018 -0.026 0.085
H 0.3425 1.9624 -0.0654 -0.447 -0.747 0.253 0.153
H -0.9949 -0.3734 1.4629 -0.522 3.539 -1.738 0.145
H -2.2436 0.6584 0.2498 3.134 0.646 1.512 0.128
```
Positions in Å, forces in eV/Å.

Output
Max |F| (eV/A): 4.60
Energy above the lowest of the compared OMol25 structures with the same formula, charge and spin (kcal per mole): 48.3
Lowest unoccupied orbital energy (eV): 0.8
SMILES string: CNC(C)=O
Kohn-Sham gap (eV): 10.378
2S+1: 1
DFT total energy (eV): -6760.6565
E_HOMO (hartree): -0.353